# 1
Molecular formula: C30H69N3O4
Method: DFT, wB97M-V/def2-TZVPD

Positions of all 106 atoms, in Å:
C1 -9.405 -19.468 -4.872
C2 -9.813 -18.379 -3.893
N1 -10.750 -17.417 -4.465
C3 -11.359 -16.516 -3.483
C4 -12.418 -15.622 -4.115
C5 -10.203 -16.753 -5.643
C6 -9.045 -15.797 -5.435
H1 -10.273 -19.762 -5.470
H2 -9.062 -20.360 -4.351
H3 -8.665 -19.149 -5.607
H4 -10.311 -18.839 -3.038
H5 -8.909 -17.872 -3.524
H6 -11.928 -17.174 -2.819
H7 -10.626 -15.960 -2.889
H8 -12.025 -14.915 -4.853
H9 -13.165 -16.177 -4.684
H10 -12.915 -14.987 -3.381
H11 -11.001 -16.252 -6.188
H12 -9.914 -17.572 -6.304
H13 -8.217 -16.171 -4.832
H14 -9.320 -14.804 -5.060
H15 -8.634 -15.465 -6.397
C7 -8.289 -12.454 -7.170
C8 -7.141 -12.847 -6.230
N2 -5.923 -12.134 -6.536
C9 -5.930 -10.759 -6.062
C10 -5.677 -10.559 -4.566
C11 -4.719 -12.844 -6.068
C12 -3.430 -12.188 -6.554
H16 -7.998 -12.497 -8.220
H17 -8.650 -11.458 -6.923
H18 -9.093 -13.188 -7.077
H19 -7.498 -12.705 -5.196
H20 -6.960 -13.924 -6.299
H21 -5.248 -10.127 -6.638
H22 -6.878 -10.258 -6.291
H23 -6.096 -9.620 -4.191
H24 -6.118 -11.318 -3.919
H25 -4.605 -10.465 -4.376
H26 -4.792 -13.815 -6.569
H27 -4.758 -13.037 -4.989
H28 -3.522 -12.065 -7.636
H29 -2.594 -12.878 -6.437
H30 -3.222 -11.234 -6.077
C13 -3.446 -14.921 -1.418
C14 -3.601 -16.375 -1.876
N3 -5.006 -16.787 -1.948
C15 -5.096 -18.234 -1.883
C16 -6.529 -18.714 -1.637
C17 -5.749 -16.083 -2.978
C18 -5.307 -16.435 -4.413
H31 -3.700 -14.250 -2.244
H32 -2.406 -14.707 -1.182
H33 -4.133 -14.749 -0.594
H34 -3.056 -16.628 -2.796
H35 -3.096 -16.995 -1.130
H36 -4.698 -18.780 -2.752
H37 -4.500 -18.546 -1.026
H38 -7.171 -18.645 -2.515
H39 -6.561 -19.749 -1.288
H40 -6.976 -18.150 -0.815
H41 -5.532 -15.024 -2.836
H42 -6.826 -16.213 -2.868
H43 -4.255 -16.234 -4.622
H44 -5.799 -15.751 -5.116
H45 -5.541 -17.463 -4.691
C19 -11.773 -17.585 -8.695
C20 -11.373 -18.907 -9.298
O1 -11.924 -19.263 -10.313
C21 -10.376 -19.798 -8.608
H46 -12.107 -17.010 -9.562
H47 -10.969 -16.961 -8.303
H48 -12.511 -17.705 -7.903
H49 -10.901 -20.630 -8.138
H50 -9.787 -19.249 -7.873
H51 -9.653 -20.181 -9.327
C22 -4.908 -14.728 -10.750
C23 -3.663 -13.894 -10.970
O2 -3.331 -13.085 -10.133
C24 -2.951 -14.023 -12.276
H52 -5.392 -14.388 -9.843
H53 -4.565 -15.758 -10.611
H54 -5.606 -14.700 -11.587
H55 -3.579 -13.529 -13.026
H56 -2.809 -15.061 -12.579
H57 -2.003 -13.491 -12.321
C25 -6.595 -17.274 -8.061
C26 -7.375 -16.931 -9.298
O3 -7.567 -17.742 -10.173
C27 -7.969 -15.548 -9.372
H58 -6.071 -18.227 -8.091
H59 -7.244 -17.311 -7.181
H60 -5.854 -16.485 -7.896
H61 -8.782 -15.440 -8.649
H62 -8.270 -15.310 -10.387
H63 -7.244 -14.810 -9.023
C28 -5.452 -20.971 -9.171
C29 -6.607 -20.767 -10.122
O4 -7.694 -21.231 -9.856
C30 -6.335 -20.222 -11.491
H64 -4.684 -20.199 -9.240
H65 -4.985 -21.947 -9.303
H66 -5.829 -20.954 -8.146
H67 -5.736 -20.973 -12.017
H68 -5.826 -19.261 -11.489
H69 -7.275 -20.142 -12.031

ΔE to the lowest compared entry with this formula, charge and spin ... 0.00 kcal/mol
HOMO-LUMO gap ... 8.8263 eV
SMILES ... CCN(CC)CC.CCN(CC)CC.CCN(CC)CC.CC(C)=O.CC(C)=O.CC(C)=O.CC(C)=O
E_LUMO ... 0.015 Ha
Maximum force ... 1.27 eV Å⁻¹
Charge ... 0

# 2
Molecular formula: C30H70Br9NO17P4
Method: DFT, wB97M-V/def2-TZVPD

Positions of all 131 atoms, in Å:
C1 -1.413 -1.147 -0.503
O1 -2.524 -1.654 -0.565
N1 -1.134 0.078 0.019
C2 0.200 0.662 -0.073
C3 -2.160 0.855 0.640
H1 -0.495 -1.629 -0.882
H2 0.757 0.441 0.846
H3 0.086 1.741 -0.145
H4 0.815 0.233 -0.860
H5 -2.341 1.827 0.179
H6 -3.074 0.267 0.706
H7 -1.973 1.029 1.707
C4 -1.691 4.690 1.136
Br1 -2.401 6.327 1.812
Br2 -0.913 3.615 2.516
Br3 -0.429 5.056 -0.275
H8 -2.461 4.091 0.680
C5 1.553 -2.403 -3.572
Br4 3.256 -3.109 -4.096
Br5 0.097 -3.092 -4.645
Br6 1.528 -0.478 -3.784
H9 1.409 -2.670 -2.535
C6 -1.805 3.107 -4.345
Br7 -3.699 3.397 -4.500
Br8 -1.097 2.187 -5.885
Br9 -1.367 2.211 -2.709
H10 -1.320 4.068 -4.370
C7 -8.039 4.275 -2.879
C8 -8.634 2.913 -2.521
O2 -7.558 2.030 -2.115
P1 -7.941 0.641 -1.487
O3 -8.652 -0.287 -2.352
O4 -6.559 0.124 -0.943
C9 -5.620 -0.557 -1.821
C10 -4.702 0.440 -2.533
O5 -8.681 1.071 -0.167
C11 -9.431 0.089 0.601
C12 -10.328 0.805 1.562
H11 -8.667 4.783 -3.600
H12 -7.842 4.846 -1.971
H13 -7.042 4.083 -3.285
H14 -9.364 2.971 -1.711
H15 -9.142 2.506 -3.402
H16 -5.038 -1.243 -1.212
H17 -6.146 -1.133 -2.587
H18 -4.370 1.233 -1.856
H19 -3.811 -0.039 -2.942
H20 -5.205 0.949 -3.357
H21 -10.011 -0.566 -0.056
H22 -8.727 -0.566 1.126
H23 -11.036 1.457 1.060
H24 -10.791 0.109 2.265
H25 -9.731 1.410 2.258
C13 3.659 1.792 -0.920
C14 4.748 1.271 0.010
O6 4.145 0.228 0.826
P2 4.995 -0.792 1.648
O7 5.853 -1.729 0.929
O8 5.754 0.163 2.647
C15 7.126 -0.052 3.034
C16 7.389 0.703 4.324
O9 3.883 -1.401 2.578
C17 2.734 -2.005 1.971
C18 1.548 -1.072 2.168
H26 3.273 0.985 -1.542
H27 2.862 2.275 -0.356
H28 4.094 2.542 -1.590
H29 5.579 0.820 -0.538
H30 5.114 2.044 0.687
H31 7.243 -1.122 3.219
H32 7.810 0.280 2.254
H33 6.583 0.570 5.049
H34 8.299 0.350 4.814
H35 7.516 1.776 4.163
H36 2.896 -2.202 0.905
H37 2.516 -2.990 2.388
H38 1.327 -0.975 3.233
H39 1.801 -0.089 1.768
H40 0.685 -1.458 1.642
C19 1.111 6.190 3.767
C20 1.986 6.381 2.518
O10 3.265 5.806 2.760
P3 3.535 4.307 2.361
O11 2.461 3.628 1.640
O12 3.981 3.653 3.716
C21 3.054 2.774 4.376
C22 3.157 1.330 3.940
O13 4.935 4.363 1.639
C23 5.133 5.304 0.558
C24 6.056 6.423 0.996
H41 1.586 6.579 4.674
H42 0.075 6.491 3.648
H43 1.105 5.119 4.007
H44 1.456 5.830 1.742
H45 2.113 7.442 2.323
H46 3.307 2.861 5.436
H47 2.021 3.115 4.298
H48 3.789 0.652 4.499
H49 2.150 0.904 3.879
H50 3.457 1.287 2.892
H51 5.510 4.788 -0.324
H52 4.154 5.703 0.271
H53 6.414 6.912 0.079
H54 5.527 7.200 1.544
H55 6.917 6.081 1.561
C25 -2.110 -6.444 -0.012
C26 -1.495 -5.405 -0.951
O14 -0.641 -6.027 -1.947
P4 0.920 -6.031 -1.757
O15 1.451 -4.932 -0.978
O16 1.463 -6.084 -3.228
C27 0.747 -6.826 -4.274
C28 1.737 -7.636 -5.042
O17 1.168 -7.482 -1.176
C29 2.526 -7.924 -0.975
C30 2.539 -8.758 0.262
H56 -2.879 -7.041 -0.506
H57 -1.348 -7.203 0.235
H58 -2.398 -6.062 0.964
H59 -2.283 -4.856 -1.464
H60 -0.944 -4.668 -0.363
H61 -0.068 -7.403 -3.841
H62 0.291 -6.069 -4.913
H63 1.187 -8.106 -5.871
H64 2.520 -7.004 -5.441
H65 2.079 -8.511 -4.491
H66 2.830 -8.560 -1.805
H67 3.191 -7.067 -0.877
H68 3.520 -9.163 0.500
H69 2.123 -8.223 1.119
H70 1.848 -9.600 0.146

ΔE to the lowest compared entry with this formula, charge and spin ... 0.00 kcal/mol
HOMO-LUMO gap ... 9.0373 eV
E_LUMO ... -0.006 Ha
Maximum force ... 1.96 eV Å⁻¹
Charge ... 0

# 3
Molecular formula: C30H70N10O10
Method: DFT, wB97M-V/def2-TZVPD

Positions of all 120 atoms, in Å:
C1 6.685 3.739 -1.867
O1 7.464 4.050 -0.993
N1 5.400 3.348 -1.727
C2 4.635 2.594 -2.712
C3 4.822 3.466 -0.392
H1 6.992 3.691 -2.931
H2 4.322 1.685 -2.202
H3 5.206 2.515 -3.635
H4 3.751 3.173 -2.994
H5 5.432 4.032 0.303
H6 3.828 3.914 -0.452
H7 4.664 2.500 0.092
C4 -1.657 4.329 -1.723
O2 -1.961 5.117 -0.848
N2 -1.495 4.717 -3.008
C5 -1.242 3.777 -4.120
C6 -1.841 6.054 -3.433
H8 -1.620 3.244 -1.571
H9 -1.265 2.786 -3.675
H10 -0.262 4.027 -4.521
H11 -2.037 3.926 -4.848
H12 -1.105 6.463 -4.131
H13 -2.798 6.009 -3.961
H14 -1.934 6.804 -2.654
C7 -1.845 -2.763 6.158
O3 -2.899 -2.367 5.684
N3 -0.614 -2.661 5.643
C8 -0.368 -1.924 4.425
C9 0.559 -3.082 6.455
H15 -1.938 -3.254 7.142
H16 0.166 -0.974 4.555
H17 -1.334 -1.805 3.942
H18 0.377 -2.433 3.802
H19 0.249 -3.893 7.104
H20 1.254 -3.407 5.681
H21 0.926 -2.198 6.975
C10 -0.614 -0.083 0.850
O4 -1.812 0.029 1.037
N4 0.054 0.183 -0.278
C11 1.512 0.049 -0.289
C12 -0.481 0.709 -1.506
H22 0.021 -0.399 1.689
H23 1.833 -0.733 -0.976
H24 1.932 -0.248 0.673
H25 1.966 1.016 -0.510
H26 -0.315 0.059 -2.363
H27 -1.577 0.644 -1.511
H28 -0.243 1.766 -1.572
C13 0.659 -3.926 -0.449
O5 -0.500 -3.964 -0.079
N5 1.073 -3.666 -1.704
C14 2.468 -3.855 -2.065
C15 0.115 -3.208 -2.684
H29 1.503 -4.153 0.221
H30 3.117 -4.510 -1.499
H31 2.882 -2.854 -2.227
H32 2.508 -4.183 -3.111
H33 0.191 -2.119 -2.787
H34 0.232 -3.613 -3.688
H35 -0.881 -3.424 -2.308
C16 -4.633 1.958 -0.775
O6 -4.620 2.945 -1.490
N6 -5.667 1.115 -0.619
C17 -5.685 0.018 0.329
C18 -6.830 1.209 -1.480
H36 -3.790 1.661 -0.127
H37 -4.684 -0.037 0.770
H38 -5.863 -0.943 -0.151
H39 -6.323 0.214 1.188
H40 -6.726 2.056 -2.153
H41 -6.908 0.289 -2.068
H42 -7.785 1.310 -0.960
C19 -5.937 -3.595 1.094
O7 -7.149 -3.508 1.157
N7 -5.130 -2.942 1.975
C20 -3.711 -3.004 1.793
C21 -5.552 -2.046 3.012
H43 -5.317 -4.127 0.364
H44 -3.287 -2.038 1.488
H45 -3.331 -3.721 1.060
H46 -3.141 -3.317 2.678
H47 -6.515 -1.579 2.801
H48 -5.541 -2.414 4.038
H49 -4.921 -1.149 3.029
C22 5.569 -1.966 0.044
O8 4.425 -1.672 -0.254
N8 6.570 -1.078 0.169
C23 7.938 -1.487 0.363
C24 6.284 0.321 -0.125
H50 5.893 -2.984 0.316
H51 8.547 -1.337 -0.538
H52 8.010 -2.577 0.407
H53 8.461 -1.027 1.197
H54 6.264 0.426 -1.220
H55 5.232 0.491 0.091
H56 7.012 1.030 0.250
C25 2.832 -0.413 -3.924
O9 1.857 0.307 -3.800
N9 2.828 -1.512 -4.728
C26 4.005 -2.362 -4.741
C27 1.702 -1.792 -5.591
H57 3.769 -0.216 -3.380
H58 4.400 -2.460 -3.736
H59 4.668 -2.206 -5.597
H60 3.657 -3.366 -5.025
H61 1.871 -1.398 -6.598
H62 1.584 -2.872 -5.667
H63 0.804 -1.299 -5.234
C28 -4.692 2.085 4.203
O10 -4.791 1.824 3.012
N10 -3.500 2.377 4.747
C29 -3.317 2.933 6.074
C30 -2.282 2.064 4.052
H64 -5.553 2.119 4.885
H65 -2.442 3.589 6.003
H66 -2.861 2.226 6.784
H67 -4.190 3.412 6.499
H68 -2.345 1.735 3.019
H69 -1.507 2.829 4.130
H70 -1.817 1.186 4.530

ΔE to the lowest compared entry with this formula, charge and spin ... 186.17 kcal/mol
HOMO-LUMO gap ... 8.2544 eV
SMILES ... CN(C)C=O.CN(C)C=O.CN(C)C=O.CN(C)C=O.CN(C)C=O.CN(C)C=O.CN(C)C=O.CN(C)C=O.CN(C)C=O.CN(C)C=O
E_LUMO ... -0.002 Ha
Maximum force ... 2.74 eV Å⁻¹
Charge ... 0

> The lowest maximum force belongs to which entry?

C30H69N3O4